ORCA calculation (ωB97M-V with the def2-TZVPD basis set) on C21H20FN3O4V as an isolated structure in a non-equilibrium geometry.

The calculation puts the calculated total energy at -63152.16756 eV. The calculation puts the HOMO energy at -11.19 eV. The total charge is +1.

Each line ends with the Löwdin charge.
Atoms and positions in Å:
1 V -1.040 -6.004 -4.511  1.3116
2 F -0.706 5.134 -0.628  0.0867
3 O -1.684 -7.520 -4.628  -0.4104
4 O -1.017 -3.016 1.853  -0.0081
5 O -0.298 -4.499 -4.515  -0.4468
6 O 1.916 -1.232 3.917  0.2231
7 N -2.079 0.323 1.719  0.2052
8 N 0.644 0.785 0.828  0.2270
9 N 1.269 -1.327 1.637  0.1838
10 C 3.856 2.438 0.172  -0.2491
11 C 2.545 3.099 0.668  -0.1621
12 C -0.970 3.933 -0.090  -0.2014
13 C -1.664 1.469 1.104  -0.1914
14 C -2.587 -3.374 -1.980  -0.0036
15 C -1.086 -0.526 1.872  -0.1766
16 C -2.974 -3.309 0.435  0.0463
17 C -2.323 3.696 0.312  0.0213
18 C 3.821 0.892 0.062  -0.1196
19 C -1.160 -3.140 -1.769  -0.0337
20 C -2.636 2.499 0.890  -0.0098
21 C 0.011 2.977 0.063  -0.0568
22 C 1.435 3.334 -0.419  -0.2644
23 C -1.576 -3.107 0.637  -0.2380
24 C 0.263 -0.315 1.421  -0.2328
25 C 1.644 2.586 -1.765  -0.0543
26 C -0.336 1.724 0.678  -0.1252
27 C -1.421 -1.844 2.593  -0.0695
28 C -3.453 -3.429 -0.849  -0.0419
29 C 1.743 -1.275 2.771  -0.2637
30 C -0.702 -3.020 -0.470  0.0168
31 H 1.411 1.515 -1.677  0.0687
32 H 4.651 0.603 -0.610  0.0720
33 H 4.213 2.888 -0.766  0.0977
34 H 2.627 2.758 -2.220  0.0783
35 H -2.472 -1.857 2.914  0.1339
36 H 2.168 2.575 1.558  0.0998
37 H -0.817 -1.851 3.516  0.1362
38 H -3.607 -3.366 1.321  0.1379
39 H 0.363 -2.858 -0.284  0.1259
40 H -0.439 -3.090 -2.586  0.0874
41 H -3.095 4.452 0.158  0.1273
42 H 0.906 2.997 -2.477  0.0863
43 H 4.047 0.398 1.019  0.0645
44 H 4.637 2.672 0.917  0.1058
45 H 2.912 0.500 -0.404  0.0351
46 H 1.423 4.409 -0.643  0.1288
47 H -3.665 2.318 1.210  0.1203
48 H -4.516 -3.605 -1.016  0.1225
49 H 2.837 4.100 1.032  0.1103
50 H -3.021 -3.509 -2.972  0.0989